(1)
Here is a 6-piece molecular cluster, C24H63ClN5O11 overall at a distorted geometry from the OMol25 dataset. Energies are from ωB97M-V with the def2-TZVPD basis set.

Geometry as ORCA input:
```
! wB97M-V def2-TZVPD RIJCOSX def2/J DEFGRID3
* xyz -1 1
Cl -0.61016 -0.44854 2.29713
O -0.12793 0.06402 3.55815
O -2.00915 -0.80426 2.38677
O -0.45790 0.58918 1.29086
O 0.15335 -1.62906 1.95078
C -5.34354 6.73810 0.46964
O -4.20754 6.01179 0.85309
C -3.68057 5.20208 -0.18466
C -2.81184 4.11109 0.42437
N -3.55177 2.85951 0.61636
C -3.20719 1.83930 -0.39178
C -3.68006 2.20934 -1.76066
O -5.07694 2.06668 -1.85901
C -5.52943 1.99915 -3.17281
H -5.09960 7.58167 -0.18952
H -5.76369 7.16962 1.38244
H -6.11096 6.09462 0.02775
H -3.08692 5.83868 -0.85461
H -4.50810 4.72669 -0.72206
H -2.40495 4.44379 1.37902
H -1.94711 3.97042 -0.24422
H -3.20643 2.44791 1.47883
H -3.70419 0.92466 -0.06018
H -2.14183 1.57590 -0.38519
H -3.12121 1.54710 -2.44875
H -3.36397 3.20660 -2.10435
H -5.31732 2.88758 -3.78102
H -6.60288 1.80339 -3.14975
H -5.10325 1.13760 -3.71773
C -2.28624 -1.56101 -0.98822
O -2.01558 -2.91848 -1.31936
C -0.75399 -3.25045 -0.76882
C -0.31247 -4.65838 -1.05790
N 0.20785 -4.86890 -2.41463
C -0.76621 -5.15701 -3.43147
C -1.26199 -6.61511 -3.51847
O -2.25987 -6.92193 -2.57004
C -3.52569 -6.34205 -2.84775
H -3.04220 -1.14689 -1.66369
H -1.40446 -0.92136 -1.05748
H -2.72886 -1.53012 0.01075
H -0.86081 -3.17334 0.32601
H 0.02577 -2.51597 -1.00585
H -1.13348 -5.35559 -0.83861
H 0.46077 -4.90109 -0.32645
H 0.98324 -5.51349 -2.37009
H -0.38600 -4.89629 -4.42769
H -1.65050 -4.53323 -3.29276
H -0.45807 -7.31267 -3.27275
H -1.63562 -6.80208 -4.53583
H -4.26561 -6.96306 -2.34783
H -3.71932 -6.32357 -3.92566
H -3.57825 -5.32400 -2.45057
C 4.03372 -2.65949 3.02894
C 3.83561 -2.46654 4.51985
C 3.23200 -1.11149 4.84455
O 3.02913 -1.00478 6.23744
C 3.45254 0.20056 6.82870
N 3.03830 -3.53976 5.09643
H 4.57902 -1.79405 2.64077
H 3.09401 -2.67591 2.46607
H 4.54448 -3.58963 2.77666
H 4.86605 -2.48835 4.92709
H 2.32667 -0.94874 4.25045
H 4.00993 -0.39369 4.54141
H 2.72812 0.46345 7.59779
H 3.54532 1.01776 6.10775
H 4.45004 0.07634 7.27382
H 3.44508 -4.43699 4.84924
H 3.06707 -3.53434 6.10931
C 1.68403 5.34833 0.95486
C 2.54628 4.79046 -0.19200
C 1.90774 3.52141 -0.73731
O 0.70137 3.81547 -1.38001
C 0.12846 2.65979 -1.97849
N 2.64963 5.76717 -1.30032
H 2.21351 6.09047 1.55291
H 1.34358 4.53934 1.60922
H 0.76387 5.78257 0.55870
H 3.53889 4.54738 0.18821
H 1.83452 2.77244 0.05948
H 2.59922 3.07641 -1.47817
H 0.75136 2.34705 -2.82420
H -0.82952 3.02794 -2.34373
H 0.00757 1.85794 -1.24629
H 2.71418 6.68929 -0.88569
H 1.77825 5.72865 -1.81727
C 2.56078 -0.75167 -2.48714
C 3.43019 -1.79674 -1.77346
C 3.25171 -1.64542 -0.28511
O 3.88195 -0.44148 0.12398
C 3.08663 0.35383 0.96458
N 2.98950 -3.11291 -2.28631
H 2.76151 -0.74830 -3.55659
H 2.73716 0.24087 -2.06864
H 1.51169 -0.99854 -2.29955
H 4.45130 -1.66982 -2.13432
H 3.74326 -2.47890 0.24430
H 2.19669 -1.77579 -0.00992
H 2.74068 -0.16816 1.86675
H 2.14229 0.64807 0.48596
H 3.61905 1.25623 1.26156
H 1.97531 -3.21652 -2.24501
H 3.30100 -3.82976 -1.63104
*
```

Frontier orbital gap (eV): 9.01
Strongest force on any atom (eV/A): 1.889
Energy relative to the best compared isomer or geometry (same formula, charge and spin) (kJ/mol): 0.00



(2)
Here is a 12-piece molecular cluster, C24H64O12 overall at a distorted geometry from the OMol25 dataset. Energies are from ωB97M-V with the def2-TZVPD basis set.

Geometry as ORCA input:
```
! wB97M-V def2-TZVPD RIJCOSX def2/J DEFGRID3
* xyz 0 1
C 2.70151 -3.11265 2.52995
O 2.71456 -4.21608 1.63808
H 2.05028 -3.24028 3.39465
H 3.73268 -2.95928 2.84815
H 2.35040 -2.22223 2.00844
H 3.19350 -4.99137 1.93996
C 3.33705 1.20156 -0.01967
O 2.98760 1.43950 1.35040
H 2.66553 1.69595 -0.72163
H 4.30790 1.63540 -0.25911
H 3.34478 0.16373 -0.35276
H 3.23471 2.35531 1.49811
C 0.19907 -0.53115 0.40842
O 0.66143 0.15917 1.61351
H 1.02663 -0.92362 -0.18255
H -0.54226 -1.28689 0.66802
H -0.29006 0.18294 -0.25410
H 1.49083 0.58722 1.38883
C -3.80783 -0.21499 2.65749
O -3.91336 -1.37353 3.37363
H -3.79238 0.65743 3.31074
H -2.98432 -0.20044 1.94355
H -4.71346 -0.01415 2.08513
H -3.19277 -1.49708 3.99578
C -1.03959 2.33472 4.12503
O -0.49181 1.05249 4.12088
H -1.92260 2.42105 3.49183
H -1.23618 2.80086 5.09052
H -0.25105 2.97256 3.72573
H -0.09974 0.92104 3.25450
C 3.18062 0.01282 4.59496
O 4.35402 -0.77747 4.88022
H 2.57057 0.13024 5.49059
H 3.59680 0.95722 4.24427
H 2.61776 -0.42975 3.77311
H 4.06992 -1.62165 5.23833
C -0.55097 -4.27966 0.82575
O 0.50887 -3.72267 0.08734
H -0.93046 -3.73178 1.68825
H -1.49123 -4.42963 0.29516
H -0.25179 -5.24823 1.22631
H 1.28900 -3.69291 0.64601
C -0.29395 -2.06870 4.28410
O -1.45522 -1.34220 4.83541
H -0.43971 -3.14828 4.32080
H -0.10611 -1.77139 3.25240
H 0.59956 -1.86798 4.87524
H -1.31104 -0.39423 4.88209
C -3.46160 -2.47618 -1.39692
C -4.55198 -1.42954 -1.59999
C -3.66342 -0.17784 -1.52359
O -2.47838 -0.52243 -2.21984
C -2.26103 -1.95889 -2.23879
H -3.71047 -3.48882 -1.71427
H -3.18987 -2.49598 -0.34152
H -5.36743 -1.43369 -0.87672
H -4.92488 -1.57374 -2.61402
H -3.44535 0.05805 -0.48200
H -4.17449 0.66887 -1.98183
H -1.35656 -2.25141 -1.70543
H -2.36718 -2.40244 -3.22879
C 1.67905 2.44434 -3.93158
C 0.73127 1.82668 -2.84413
C -0.61475 1.90383 -3.56312
O -0.47467 2.91914 -4.58513
C 0.80696 3.54114 -4.51132
H 1.89104 1.66257 -4.66095
H 2.59891 2.86647 -3.52692
H 0.77754 2.46566 -1.96227
H 0.95322 0.79258 -2.58052
H -1.31445 2.23289 -2.79485
H -0.96264 0.95145 -3.96320
H 0.83057 4.37178 -3.80593
H 1.27804 3.85244 -5.44368
C 1.13758 -1.77314 -4.99639
C 1.44073 -2.01370 -3.51500
C 2.94050 -1.55994 -3.39494
O 3.29277 -1.00135 -4.63061
C 2.47506 -1.54308 -5.65774
H 0.58101 -0.86129 -5.21285
H 0.67555 -2.62708 -5.49179
H 1.32149 -3.05887 -3.22952
H 0.71482 -1.48989 -2.89309
H 3.58891 -2.41315 -3.19575
H 3.13258 -0.79270 -2.64489
H 2.94390 -2.39139 -6.15639
H 2.36683 -0.82001 -6.46617
C -0.37092 3.61469 0.70384
C -1.69879 3.00897 0.31833
C -2.69457 4.06404 0.82267
O -1.92712 5.23628 0.92622
C -0.56756 5.05012 0.47149
H 0.46604 3.17352 0.16257
H -0.07927 3.42022 1.73594
H -1.85711 2.00422 0.71014
H -1.82790 3.01481 -0.76397
H -3.08934 3.82943 1.81122
H -3.49942 4.24466 0.11016
H 0.12284 5.66529 1.04856
H -0.49377 5.30153 -0.58655
*
```

Frontier orbital gap (eV): 9.77
Strongest force on any atom (eV/A): 2.691
SMILES: C1CCOC1.C1CCOC1.C1CCOC1.C1CCOC1.CO.CO.CO.CO.CO.CO.CO.CO
Energy relative to the best compared isomer or geometry (same formula, charge and spin) (kJ/mol): 47.76



(3)
Here is C24H66AlF4N11O17P3S4 as an isolated structure at a distorted geometry from the OMol25 dataset. Energies are from ωB97M-V with the def2-TZVPD basis set.

Geometry as ORCA input:
```
! wB97M-V def2-TZVPD RIJCOSX def2/J DEFGRID3
* xyz 1 1
Al 0.25150 5.28036 0.51652
N 0.40043 2.47191 1.15258
S -0.57440 1.35414 0.92481
O -1.22751 0.67929 2.03527
O -0.40850 0.53043 -0.28072
F -1.79150 2.31736 0.42781
S 1.51442 1.44280 1.92676
O 2.12945 0.43698 1.06909
O 1.23552 1.13952 3.33444
F 2.57529 2.58387 1.97406
N -2.06993 5.37725 -1.14605
S -2.60466 4.36525 -2.12191
O -2.69870 4.61118 -3.55353
O -3.45605 3.30157 -1.56860
F -1.15032 3.57308 -2.02989
S -3.42621 6.37311 -1.18861
O -4.64692 5.87786 -0.47473
O -3.52421 7.18385 -2.41071
F -2.90912 7.43479 -0.08718
O 5.29676 -5.52853 1.38159
P 5.20297 -4.33653 2.26738
N 4.94062 -2.94933 1.38770
C 4.09531 -1.85889 1.89900
C 5.64481 -2.69082 0.08343
N 6.62238 -4.09244 3.30102
C 7.00162 -2.77867 3.92659
C 7.44019 -5.25663 3.61834
N 3.81571 -4.56247 3.27022
C 3.58719 -3.86842 4.52397
C 2.88257 -5.74274 3.12736
H 4.19013 -0.95692 1.29438
H 4.36354 -1.57434 2.91644
H 3.03562 -2.10112 1.81865
H 5.40249 -3.53127 -0.56699
H 6.70158 -2.72134 0.34875
H 5.42918 -1.70042 -0.31745
H 6.22150 -2.02210 3.84220
H 7.01281 -3.01375 4.99087
H 7.97282 -2.50942 3.51140
H 8.35654 -4.80326 3.99630
H 6.99691 -5.99803 4.28313
H 7.76016 -5.81309 2.73740
H 4.15840 -4.32071 5.33468
H 3.82941 -2.80571 4.51545
H 2.61479 -4.02261 4.99169
H 3.24098 -6.63128 3.64711
H 2.71461 -5.86903 2.05781
H 1.92691 -5.46970 3.57488
O 0.46118 0.71689 -5.84164
P -0.97822 0.82039 -6.08086
N -2.02893 0.94915 -4.67531
C -1.65005 0.53399 -3.29611
C -3.48565 1.29505 -4.69964
N -1.46588 -0.69468 -6.81008
C -0.73580 -1.91457 -6.62505
C -2.87116 -0.79824 -7.20797
N -1.42375 2.02571 -7.16846
C -0.94935 1.89865 -8.49852
C -1.47158 3.36614 -6.63817
H -1.77784 1.27691 -2.50880
H -0.61319 0.20708 -3.21791
H -2.19758 -0.37197 -3.03622
H -3.84020 1.85793 -5.56310
H -3.75793 1.81117 -3.77899
H -4.05733 0.37750 -4.56034
H -1.32780 -2.75250 -6.99317
H 0.01832 -2.10455 -7.38881
H -0.31032 -1.95690 -5.62242
H -3.26803 0.15705 -7.55151
H -3.04330 -1.55663 -7.97172
H -3.42662 -1.12458 -6.32872
H 0.10401 2.13436 -8.65013
H -1.27820 0.96583 -8.95657
H -1.48745 2.69966 -9.00539
H -1.88083 4.10440 -7.32780
H -0.50998 3.73150 -6.27770
H -2.15006 3.31693 -5.78650
O -1.45636 4.62704 2.95015
P -2.68266 4.10750 3.68927
N -2.55210 2.42080 4.22067
C -3.61707 1.74766 4.84267
C -1.29496 1.94959 4.76626
N -4.25661 4.14141 2.81369
C -4.55856 3.23886 1.71660
C -5.12434 5.30526 2.80038
N -2.94305 4.93145 5.11002
C -1.85546 5.77207 5.55062
C -4.20015 4.83823 5.91718
H -4.54316 2.07951 4.37326
H -3.66045 1.96521 5.90986
H -3.59859 0.65816 4.81530
H -1.11633 0.91860 4.46088
H -1.26656 2.02174 5.85350
H -0.48212 2.59359 4.43063
H -5.55255 2.84874 1.93541
H -4.48689 3.79068 0.77935
H -3.89534 2.38219 1.83647
H -5.10449 5.67425 1.77492
H -6.11392 5.03647 3.16994
H -4.63140 6.04131 3.43548
H -0.96160 5.15076 5.60631
H -1.67662 6.58128 4.84260
H -2.13325 6.25159 6.48923
H -4.43502 5.80442 6.36374
H -4.14499 4.10975 6.72610
H -5.00142 4.37671 5.34007
C -0.48844 -2.39621 1.75457
O -0.07078 -3.71663 1.86910
C -0.83788 -4.62483 1.34232
O -1.88211 -4.42315 0.60000
O -0.34349 -5.79330 1.75687
C -0.85843 -7.05577 1.26180
H -1.33263 -2.19487 2.41404
H -0.74598 -1.90841 0.81444
H 0.22124 -1.79827 2.32635
H -0.52639 -7.19798 0.23340
H -1.93793 -7.18287 1.34318
H -0.37284 -7.86659 1.80482
C 2.20117 -0.79689 -2.22993
O 2.05163 -1.63166 -3.32751
C 2.72191 -2.81405 -3.34416
O 3.42898 -3.33936 -2.51436
O 2.37490 -3.37133 -4.51274
C 2.98972 -4.57945 -4.98663
H 3.23001 -0.47232 -2.07424
H 1.77298 -1.27069 -1.34660
H 1.53535 0.02117 -2.50483
H 3.04188 -5.33115 -4.19903
H 4.00975 -4.40966 -5.33132
H 2.48983 -4.98725 -5.86520
*
```

Frontier orbital gap (eV): 1.26
Strongest force on any atom (eV/A): 10.624



(4)
Here is C24H66As3F18N6O12 as an isolated structure at a distorted geometry from the OMol25 dataset. Energies are from ωB97M-V with the def2-TZVPD basis set.

Geometry as ORCA input:
```
! wB97M-V def2-TZVPD RIJCOSX def2/J DEFGRID3
* xyz 1 1
C -7.52114 -1.75390 -2.60106
C -6.61163 -2.92431 -3.17860
C -5.30686 -3.16450 -2.48046
O -4.39143 -2.15418 -2.26319
C -4.55849 -1.58651 -0.95926
N -7.38824 -4.14558 -3.32800
H -7.37493 -4.65975 -2.44186
H 0.23610 3.87915 -6.34787
H -6.88670 -4.82690 -3.95920
H -7.01347 -0.84302 -2.60507
H -7.92066 -2.01714 -1.64605
H -8.38516 -1.75891 -3.21637
H -6.47798 -2.53997 -4.19053
H -4.77176 -3.92435 -3.12469
H -5.41583 -3.69431 -1.46268
H -5.50086 -1.89789 -0.52075
H -4.54881 -0.46657 -1.03876
H -3.72294 -1.90541 -0.31295
C -0.84307 -3.28871 -0.29342
C -0.16636 -2.99744 1.09744
C -0.00636 -4.35020 1.79915
O 0.67075 -4.06139 3.00221
C 0.86398 -5.28360 3.72477
N 1.09221 -2.24944 0.99950
H 0.96467 -1.25379 0.85067
H 1.49622 -2.41320 1.89756
H 1.77587 -2.61898 0.28157
H -1.79301 -3.78016 -0.08732
H -0.14398 -3.90851 -0.84777
H -1.01633 -2.35821 -0.77580
H -0.90469 -2.43310 1.64569
H 0.53182 -5.07920 1.18530
H -0.98039 -4.84571 2.02182
H -0.07102 -5.74361 4.00720
H 1.41281 -5.03251 4.70368
H 1.54574 -5.94067 3.18659
C -1.04876 3.33056 6.82017
C -2.54664 3.47694 6.88552
C -3.34726 3.73582 5.56243
O -4.68640 3.44501 5.85953
C -5.55777 3.93482 4.87093
N -3.16325 2.22043 7.49746
H -4.22622 2.25444 7.26459
H -2.93476 1.35091 7.00587
H -2.95085 2.20038 8.49202
H -0.84626 2.59132 5.98032
H -0.70208 2.87762 7.74670
H -0.55577 4.24051 6.55898
H -2.78525 4.28801 7.58534
H -3.05430 2.91826 4.93905
H -3.19091 4.74797 5.16890
H -6.57502 3.66041 5.24038
H -5.30790 3.43335 3.99555
H -5.32883 5.03538 4.71846
C 0.16461 -0.28554 -3.13427
C -0.36097 -0.68646 -4.47883
C -0.13917 0.46209 -5.42220
O -0.54205 0.17190 -6.83272
C -1.41478 1.16346 -7.39091
N 0.42759 -1.86564 -4.92521
H 0.10214 -2.45135 -5.72665
H 1.44787 -1.71860 -5.11443
H 0.47132 -2.53732 -4.15540
H 1.14926 0.18070 -3.22543
H 0.21799 -1.17740 -2.49828
H -0.52854 0.39781 -2.68371
H -1.48121 -0.96047 -4.48345
H 0.89368 0.69727 -5.47387
H -0.71931 1.23971 -4.97765
H -0.87612 2.03217 -7.65921
H -2.24482 1.30777 -6.66079
H -1.85441 0.63771 -8.24152
C 6.72199 -1.54938 0.22279
C 6.96890 -1.51850 -1.26491
O 7.17118 -2.47181 -1.94327
N 6.69945 -0.28544 -1.77830
H 6.77230 0.51661 -1.15614
H 2.83588 5.58119 -4.22900
C 6.71993 -0.17445 -3.26110
H 5.66728 -1.38296 0.46955
H 7.34237 -0.86993 0.86270
H 6.94436 -2.57142 0.53139
H 5.87708 -0.58943 -3.84677
H 7.50956 -0.61366 -3.80111
H 6.86270 0.86904 -3.42647
C 1.47310 2.41625 -0.48344
C 1.63351 1.66047 0.81357
O 1.29156 0.46506 0.83556
N 2.19999 2.33554 1.79838
H -0.95158 4.74340 -6.83161
H 2.47921 3.27296 1.50666
C 2.63762 1.69644 3.00532
H 2.07281 1.91563 -1.24665
H 1.79699 3.39734 -0.48466
H 0.38714 2.41903 -0.70062
H 3.57182 2.11042 3.39599
H 3.02782 0.71435 2.86908
H 1.82427 1.65993 3.77887
As 2.86924 -3.51815 -2.19192
F 4.26849 -3.57127 -1.23551
F 3.03167 -5.13308 -2.81494
F 1.23910 -3.51052 -3.12538
F 2.45286 -1.96604 -1.58645
F 3.70982 -3.00924 -3.57252
F 1.94885 -4.09631 -0.75650
As -1.74116 -0.87235 5.86452
F -2.59860 -0.64927 7.42365
F -3.02065 -1.78584 5.20206
F -0.86364 -0.92809 4.33067
F -0.59950 0.20287 6.55388
F -0.90289 -2.31713 6.41720
F -2.69805 0.60013 5.38655
As 5.52720 3.19454 0.18749
F 4.07055 4.15731 0.45177
F 6.29403 4.45687 -0.74253
F 6.72675 2.10706 -0.22068
F 4.66890 1.96421 1.07472
F 4.61520 2.62819 -1.24448
F 6.30150 3.64778 1.68597
O -0.67636 3.97341 -6.33052
C -0.80636 4.80119 3.16550
O -0.17850 4.62209 4.10762
O -1.48885 4.95091 2.21448
H -1.38131 -0.32578 1.14405
O 3.80349 3.94412 -3.37032
C 2.69633 3.63636 -4.06663
O 2.39017 4.78465 -4.69244
O 2.11192 2.57785 -4.17509
H 3.91965 3.35940 -2.54921
*
```

Frontier orbital gap (eV): 1.74
Strongest force on any atom (eV/A): 3.700
Energy relative to the best compared isomer or geometry (same formula, charge and spin) (kJ/mol): 0.00